1.
The molecule C20H22N2O4S. Source: OMol25; level of theory: the ωB97M-V functional and the def2-TZVPD basis.

Atoms and positions in Å:
C: 3.10 3.10 -1.48
C: 2.19 2.82 -0.30
O: 2.05 1.43 -0.05
C: 3.12 0.71 0.36
C: 4.25 1.22 1.00
C: 5.24 0.37 1.45
C: 5.14 -1.00 1.27
C: 4.04 -1.52 0.61
C: 3.05 -0.67 0.16
N: 1.92 -1.18 -0.53
C: 1.56 -0.80 -1.80
O: 2.19 -0.09 -2.54
C: 0.23 -1.49 -2.07
N: 0.02 -2.26 -0.88
C: 0.98 -2.02 0.04
S: 1.06 -2.63 1.55
C: -1.26 -2.88 -0.59
C: -2.31 -1.83 -0.35
C: -2.23 -1.06 0.81
C: -3.13 -0.04 1.05
C: -4.14 0.23 0.10
C: -4.21 -0.54 -1.05
C: -3.29 -1.56 -1.28
H: -3.37 -2.14 -2.19
H: -4.98 -0.35 -1.78
O: -4.98 1.25 0.42
C: -6.03 1.56 -0.47
H: -6.71 0.71 -0.60
H: -5.64 1.87 -1.45
H: -6.57 2.38 -0.01
O: -3.12 0.75 2.15
C: -2.13 0.53 3.13
H: -1.12 0.67 2.72
H: -2.31 1.28 3.90
H: -2.20 -0.47 3.56
H: -1.45 -1.29 1.52
H: -1.53 -3.52 -1.44
H: -1.11 -3.50 0.30
H: -0.56 -0.75 -2.23
H: 0.30 -2.12 -2.96
H: 3.94 -2.58 0.45
H: 5.92 -1.66 1.63
H: 6.10 0.78 1.95
H: 4.34 2.28 1.17
H: 2.53 3.34 0.60
H: 1.17 3.15 -0.52
H: 4.14 2.85 -1.25
H: 2.79 2.49 -2.33
H: 3.04 4.15 -1.76

Properties
SMILES = CCOc1ccccc1N1C(=O)CN(Cc2ccc(OC)c(OC)c2)C1=S
DFT total energy = -1583.98536 a.u.
LUMO level = 0.0246 hartree
relative energy (zero: lowest compared OMol25 entry of this formula, charge and spin) = 237.71 kJ/mol
highest occupied orbital energy = -8.15 eV

---

2.
The molecule C20H22N2O5. Source: OMol25; level of theory: the ωB97M-V functional and the def2-TZVPD basis.

Atoms and positions in Å:
C: 3.75 3.44 -3.10
C: 2.27 3.59 -3.44
C: 1.84 2.58 -4.50
O: 1.97 1.24 -4.07
C: 1.08 0.72 -3.19
C: 1.37 -0.57 -2.72
C: 0.55 -1.21 -1.83
C: -0.60 -0.57 -1.38
C: -0.92 0.70 -1.84
C: -0.08 1.34 -2.73
H: -0.35 2.33 -3.07
H: -1.81 1.20 -1.50
N: -1.44 -1.20 -0.42
C: -1.92 -0.54 0.70
O: -1.77 0.63 0.94
C: -2.64 -1.57 1.57
N: -1.97 -1.76 2.84
C: -2.68 -1.52 3.98
O: -3.86 -1.24 3.93
C: -1.94 -1.67 5.29
H: -1.66 -2.71 5.46
H: -2.62 -1.37 6.08
H: -1.06 -1.04 5.32
C: -0.55 -2.08 2.79
C: 0.30 -0.89 2.46
C: 0.55 0.28 3.11
C: 1.39 1.03 2.26
C: 1.60 0.26 1.16
O: 0.95 -0.90 1.27
H: 2.17 0.42 0.27
H: 1.78 2.01 2.45
H: 0.16 0.59 4.06
H: -0.38 -2.83 2.01
H: -0.25 -2.52 3.74
C: -2.70 -2.82 0.70
C: -1.80 -2.54 -0.48
O: -1.46 -3.31 -1.33
H: -3.71 -3.00 0.32
H: -2.39 -3.73 1.23
H: -3.64 -1.19 1.84
H: 0.79 -2.19 -1.47
H: 2.27 -1.05 -3.09
H: 2.50 2.64 -5.37
H: 0.81 2.77 -4.84
H: 1.68 3.45 -2.54
H: 2.07 4.59 -3.83
H: 3.95 2.43 -2.77
H: 4.36 3.64 -3.98
H: 4.03 4.13 -2.31

Properties
SMILES = CCCOc1ccc(N2C(=O)C[C@@H](N(Cc3ccco3)C(C)=O)C2=O)cc1
DFT total energy = -1261.06335 a.u.
LUMO level = 0.0252 hartree
relative energy (zero: lowest compared OMol25 entry of this formula, charge and spin) = 197.97 kJ/mol
highest occupied orbital energy = -8.43 eV

---

3.
An isolated ion of composition C20H22N2S and charge +2. Source: OMol25; level of theory: the ωB97M-V functional and the def2-TZVPD basis.

Atoms and positions in Å:
C: -0.93 -8.78 0.05
C: -1.60 -7.50 -0.44
S: -0.78 -6.03 0.26
C: -1.08 -4.87 -1.09
N: -0.69 -3.51 -0.67
C: -1.60 -2.52 -0.69
C: -1.27 -1.24 -0.31
C: 0.03 -0.95 0.11
C: 0.40 0.43 0.50
C: 1.72 0.85 0.40
C: 2.06 2.15 0.75
N: 1.14 3.01 1.20
C: 1.54 4.39 1.52
C: 0.94 5.37 0.54
C: 0.82 5.07 -0.81
C: 0.32 6.00 -1.70
C: -0.09 7.25 -1.25
C: 0.03 7.56 0.09
C: 0.53 6.63 0.99
C: -0.13 2.62 1.33
C: -0.53 1.34 0.99
C: 0.94 -2.00 0.13
C: 0.55 -3.26 -0.26
H: -1.45 -9.21 0.89
H: -0.97 -9.51 -0.75
H: 0.12 -8.64 0.30
H: -1.54 -7.45 -1.52
H: -2.65 -7.49 -0.18
H: -0.54 -5.11 -2.00
H: -2.14 -4.86 -1.35
H: -2.59 -2.76 -1.02
H: -2.00 -0.46 -0.35
H: 2.48 0.19 0.03
H: 3.08 2.49 0.66
H: 2.62 4.46 1.47
H: 1.22 4.66 2.52
H: 1.13 4.11 -1.21
H: 0.23 5.78 -2.75
H: -0.48 7.97 -1.95
H: -0.28 8.53 0.45
H: 0.63 6.86 2.04
H: -0.85 3.33 1.70
H: -1.55 1.04 1.13
H: 1.95 -1.85 0.47
H: 1.26 -4.07 -0.22

Properties
total charge = +2
DFT total energy = -1282.46244 a.u.
LUMO level = -0.2909 hartree
highest occupied orbital energy = -14.31 eV